[1]
DFT (ωB97M-V with the def2-TZVPD basis set) results for a structure of composition C28H23BrF3N3O2PdSSb.

The lowest unoccupied orbital energy (alpha / beta) is -0.4368 / -0.4351 hartree. Its HOMO-LUMO gap (alpha / beta) is 5.67 / 5.72 eV. Its total charge is +3. As for the multiplicity: 1. The calculation puts the HOMO energy (alpha / beta) at -17.555 / -17.555 eV. The value obtained for the energy relative to the best compared isomer or geometry (same formula, charge and spin) is 205.7 kJ/mol. Its calculated total energy is -136992.7561 eV.

Structure (XYZ):
```
63
Properties=species:S:1:pos:R:3:nbo_charge:R:1
Pd -0.46637 0.83456 -0.47757 0.863
Br 1.36071 -0.27986 -2.68840 0.227
C 1.80722 -0.93566 -0.97456 0.153
C 2.95100 -1.64242 -0.60398 -0.211
C 3.10249 -1.95006 0.73847 -0.088
C 2.15743 -1.53613 1.68474 -0.152
C 1.05680 -0.83906 1.22720 0.055
N 0.90030 -0.59474 -0.08294 -0.511
C -0.04044 -0.20873 2.06754 0.757
O -0.15057 -0.24399 3.24777 -0.461
O -0.98464 0.50022 1.35154 -0.709
H 3.69154 -1.92807 -1.33738 0.285
H 3.97792 -2.49824 1.05964 0.277
H 2.27471 -1.73927 2.74085 0.282
C -2.92298 4.51446 0.50859 -0.415
N -2.01023 4.08222 1.53821 -0.348
C -2.29418 4.37266 2.95266 -0.225
C -1.03656 3.86577 3.68908 -0.235
N -0.20768 3.39376 2.58077 -0.537
C -0.82643 3.54138 1.41584 0.372
S -0.04119 3.15060 -0.10254 -0.098
H -3.92317 4.17997 0.78213 0.222
H -2.62965 4.07994 -0.44663 0.231
H -2.90587 5.60420 0.44199 0.246
H -3.20080 3.83958 3.24373 0.222
H -2.45139 5.44718 3.07173 0.245
H -1.25132 3.04096 4.37169 0.230
H -0.52050 4.66319 4.22756 0.248
H 0.72074 3.01689 2.66623 0.443
F -3.80733 -6.05321 -0.38526 -0.255
C -3.57394 -4.75379 -0.30246 0.510
C -3.58998 -4.00124 -1.46676 -0.265
C -3.33455 -2.64901 -1.37262 -0.143
C -3.15166 -2.05360 -0.11378 -0.542
C -3.07326 -2.85554 1.03620 -0.149
C -3.31280 -4.21099 0.95107 -0.257
Sb -3.03414 -0.06182 -0.01002 1.992
C -3.90456 0.71185 -1.72268 -0.508
C -3.25120 1.50929 -2.65506 -0.191
C -3.93438 1.96629 -3.76586 -0.256
C -5.27154 1.60452 -3.91812 0.465
F -5.92807 2.03661 -4.97150 -0.262
C -5.94131 0.79748 -2.99871 -0.255
C -5.24738 0.34503 -1.89440 -0.154
C -3.86879 0.84678 1.64817 -0.384
C -3.50961 0.62619 2.98069 -0.211
C -4.27270 1.16225 3.99582 -0.259
C -5.38764 1.93342 3.66626 0.467
F -6.10892 2.44554 4.64226 -0.263
C -5.75115 2.19503 2.35354 -0.267
C -4.97512 1.65266 1.34174 -0.227
H -3.79152 -4.50138 -2.40312 0.278
H -3.31734 -2.03664 -2.26660 0.243
H -2.87920 -2.40264 2.00300 0.233
H -3.31372 -4.86806 1.80795 0.277
H -2.19722 1.79348 -2.54030 0.214
H -3.46090 2.58827 -4.51156 0.269
H -6.97629 0.53886 -3.16360 0.272
H -5.76708 -0.28932 -1.18589 0.231
H -2.63870 0.04745 3.25093 0.244
H -4.03428 0.99378 5.03644 0.270
H -6.62132 2.80112 2.14535 0.272
H -5.25757 1.86255 0.31930 0.242
```

[2]
DFT (ωB97M-V with the def2-TZVPD basis set) results for a structure of composition C28H23Cl5IN5O4STi.

The lowest unoccupied orbital energy (alpha / beta) is 0.1184 / 0.1183 hartree. Its HOMO-LUMO gap (alpha / beta) is 2.84 / 6.00 eV. Its total charge is -2. As for the multiplicity: 3. The calculation puts the HOMO energy (alpha / beta) at 0.379 / -2.777 eV. The value obtained for the energy relative to the best compared isomer or geometry (same formula, charge and spin) is 65.9 kJ/mol. Its calculated total energy is -149715.0118 eV.

Structure (XYZ):
```
68
Properties=species:S:1:pos:R:3:lowdin_spin:R:1
Ti 0.92359 0.75267 0.15608 0.869
N -1.04521 0.91347 -1.18902 0.004
C -2.10801 1.59007 -0.45652 0.001
C -1.54981 2.40517 0.73008 0.000
O -2.27661 3.24927 1.26478 0.000
N -0.30741 2.09877 1.04678 0.003
C 0.34619 2.93867 2.01888 0.006
C 1.82769 3.03607 1.60448 0.004
O 2.54679 3.91797 2.04648 -0.001
O 2.18359 2.11727 0.79048 0.017
H -0.74431 1.47467 -1.98462 0.002
H -1.37471 0.02557 -1.56032 0.001
H -2.80171 0.85117 -0.04212 0.000
H -2.69491 2.27647 -1.08972 0.000
H 0.31909 2.50577 3.03498 0.000
H -0.12401 3.93137 2.07198 0.000
Cl 3.40359 -1.24333 -1.26162 0.004
C 3.22589 0.31047 -1.95912 0.013
C 2.13669 1.07387 -1.52932 0.015
C 2.03949 2.32827 -2.14662 0.013
Cl 0.77109 3.36487 -1.57472 0.005
C 2.90959 2.79097 -3.11722 -0.002
Cl 2.68919 4.32597 -3.86962 -0.002
C 3.97909 1.98457 -3.50742 0.019
Cl 5.08899 2.51747 -4.70752 0.006
C 4.13769 0.73257 -2.91272 -0.001
Cl 5.44839 -0.27243 -3.40262 -0.002
N -4.30841 -2.23193 9.23988 0.119
C -3.89851 -2.08013 8.16208 0.061
C -3.41581 -1.91073 6.87788 0.147
C -2.57701 -0.81583 6.53808 0.081
C -2.10651 -0.65863 5.26848 0.046
C -2.42911 -1.57963 4.24198 0.206
C -3.26761 -2.66963 4.58068 0.042
C -3.74301 -2.83283 5.84898 0.081
N -1.91291 -1.43433 2.96268 0.011
C -2.10301 -2.27743 1.88968 0.037
C -1.36971 -1.77243 0.85178 0.022
N -0.72951 -0.64203 1.23488 0.032
C -1.08091 -0.45573 2.50268 0.081
H -2.31231 -0.10923 7.31458 0.005
H -1.47281 0.18497 5.04598 0.004
H -3.53871 -3.39523 3.82728 0.004
H -4.37551 -3.67803 6.09688 0.006
H -2.73931 -3.13683 1.92228 0.004
H -1.26961 -2.17843 -0.13592 0.000
H -0.77091 0.38557 3.08958 0.005
C 0.76719 -3.38023 -2.85682 0.001
S -0.14931 -1.79073 -2.54032 0.003
O 0.59149 -1.21793 -1.36822 0.007
C 0.30469 -0.89483 -4.00402 0.000
C 1.63469 -0.72723 -4.43902 0.000
C 1.91569 0.11517 -5.48872 0.000
C 0.89709 0.79897 -6.15322 0.000
C -0.42971 0.60707 -5.74502 0.000
C -0.72311 -0.21643 -4.68572 0.000
H 1.80039 -3.14563 -3.07662 0.000
H 0.29689 -3.88973 -3.69042 0.000
H 0.70519 -3.97983 -1.95412 0.000
H 2.43229 -1.25653 -3.94102 0.000
H 2.94059 0.24807 -5.80762 0.000
H 1.12769 1.47287 -6.96722 0.000
H -1.22421 1.12447 -6.26902 0.000
H -1.74601 -0.36363 -4.35982 0.000
I 4.03689 -0.06983 1.86758 0.014
C 1.91939 -0.43303 1.60358 0.000
H 1.51769 -0.19113 2.59528 0.003
H 1.85569 -1.51893 1.46578 0.000
```

[3]
DFT (ωB97M-V with the def2-TZVPD basis set) results for a structure of composition C28H23ClMnN5O7.

The lowest unoccupied orbital energy (alpha / beta) is 0.0539 / 0.0539 hartree. Its HOMO-LUMO gap (alpha / beta) is 5.18 / 6.51 eV. Its total charge is -1. As for the multiplicity: 6. The calculation puts the HOMO energy (alpha / beta) at -3.716 / -5.041 eV. The value obtained for the energy relative to the best compared isomer or geometry (same formula, charge and spin) is 137.4 kJ/mol. Its calculated total energy is -95037.6817 eV.

Structure (XYZ):
```
65
Properties=species:S:1:pos:R:3:lowdin_spin:R:1
Mn 0.02653 0.21189 -0.15300 4.564
Cl -0.82422 -4.60931 -5.50402 0.001
C -0.41596 -3.67992 -4.09347 0.005
C 0.83997 -3.83551 -3.51275 0.005
C 1.17571 -3.06317 -2.42314 0.003
C 0.29727 -2.09943 -1.88163 0.020
O 0.68056 -1.32984 -0.92634 0.060
C -1.01313 -1.99079 -2.47195 0.008
C -1.97803 -1.07534 -1.99523 0.025
N -1.78198 -0.17691 -1.05598 0.050
C -2.76492 0.70274 -0.67866 0.005
C -4.03419 0.82197 -1.26042 0.004
C -4.93196 1.77747 -0.81619 -0.001
C -4.62570 2.62599 0.22519 0.003
C -3.37629 2.53578 0.86258 0.001
C -2.98845 3.36429 1.93457 0.010
C -1.74601 3.18559 2.50052 0.001
C -0.89100 2.21480 1.99139 0.017
N -1.21265 1.43424 0.96462 0.032
C -2.43677 1.57048 0.40438 0.009
C -1.33273 -2.79898 -3.57817 0.003
H 1.54060 -4.54547 -3.92654 0.000
H 2.14697 -3.16328 -1.96365 0.000
H -2.95233 -1.13502 -2.47771 0.004
H -4.33078 0.18482 -2.07871 0.001
H -5.89139 1.85857 -1.30814 0.000
H -5.33508 3.37077 0.55468 0.000
H -3.66394 4.12864 2.29224 0.001
H -1.42433 3.79222 3.33280 0.000
H 0.08522 2.04990 2.42597 0.001
H -2.30512 -2.69911 -4.03862 0.000
N 2.39981 0.97494 -0.34088 0.027
C 2.91035 1.99254 -1.24500 0.003
C 2.05067 3.25210 -1.17597 0.000
C 0.65891 3.01213 -1.82960 0.006
O 0.36070 3.67621 -2.81603 0.006
O -0.08359 2.15623 -1.27215 0.040
H 2.58059 1.23339 0.62642 0.001
H 2.82997 0.07088 -0.51372 0.001
H 2.87621 1.59614 -2.26204 0.000
H 3.95975 2.25097 -1.00853 0.001
H 2.54269 4.06651 -1.70932 0.000
H 1.89259 3.52914 -0.13161 0.000
O -0.58894 -1.43690 1.77118 0.026
C 0.45745 -1.01361 2.28595 0.006
O 1.14544 -0.08913 1.76468 0.040
C 0.97838 -1.57918 3.57833 0.002
C 0.34797 -2.65924 4.19255 0.001
C 0.86766 -3.19252 5.36330 0.000
C 2.00575 -2.65810 5.93181 0.000
C 2.63228 -1.56637 5.32229 0.000
C 2.11613 -1.03015 4.14504 0.001
N 3.79933 -1.00678 5.89481 0.000
O 4.23983 -1.51057 6.93532 0.000
O 4.32939 -0.04211 5.33591 0.000
H -0.54070 -3.06119 3.73124 0.000
H 0.38444 -4.03571 5.83573 0.000
H 2.42924 -3.06448 6.83769 0.000
H 2.60582 -0.19357 3.67175 0.000
C 0.43176 0.07280 -5.51734 0.000
C 0.72281 0.22119 -4.11633 0.001
N 1.01635 0.31183 -3.01559 0.005
H -0.10528 0.94545 -5.88655 0.000
H -0.16625 -0.82540 -5.67458 0.000
H 1.37664 -0.02552 -6.05336 0.000
```

| no. | molecular weight (g mol⁻¹) |
| --- | --- |
| 1 | 830.66 |
| 2 | 877.63 |
| 3 | 631.91 |